ORCA calculation (ωB97M-V with the def2-TZVPD basis set) on 12 unconnected molecules or ions with the total composition H24O12 at a distorted geometry.

For the molar mass, the calculation gives 216.18 Da. As for the frontier orbital gap: 9.81 eV. As for the net charge: 0. The calculation puts the relative energy (zero: lowest compared OMol25 entry of this formula, charge and spin) at 4.442 eV. As for the HOMO energy: -0.3726 Ha. Its lowest unoccupied orbital energy is -0.3 eV.

Geometry (Å):
O  0.881  4.095  -1.081
O  5.044  0.715  0.814
H  -2.811  -0.789  -3.418
H  4.379  0.424  0.180
H  -3.652  -2.041  -3.607
O  0.454  -0.331  -0.660
H  -4.587  0.127  -2.941
H  -3.668  -0.043  -1.742
O  -4.391  0.501  -2.075
O  -2.167  3.888  0.123
H  0.059  -0.456  0.211
H  -3.379  -0.382  2.847
H  -1.485  3.510  -0.443
O  4.275  -1.877  -1.781
O  2.808  2.046  1.960
O  -3.534  0.561  2.719
H  0.124  -3.304  4.262
H  -3.432  -3.407  1.030
H  -2.637  -2.304  1.709
H  1.262  -2.598  3.544
H  4.595  -2.727  -2.103
H  -2.649  0.940  2.675
H  1.121  3.838  -0.183
O  -3.479  -2.771  1.753
H  5.411  1.514  0.419
H  -0.012  0.432  -1.021
H  3.370  1.267  2.042
O  0.401  -2.436  3.947
H  -2.648  4.489  -0.457
O  -3.057  -1.612  -2.982
H  1.202  3.368  -1.627
H  2.625  2.106  1.016
H  1.959  -1.755  -2.594
H  5.073  -1.420  -1.493
O  2.352  -2.532  -2.181
H  3.079  -2.767  -2.769